Formula: CH5N3O
Source: OMol25
Level of theory: wB97M-V/def2-TZVPD

```
10
Properties=species:S:1:pos:R:3:forces:R:3
C -0.191 -0.300 -0.595 0.17 0.12 1.62
H 1.802 -0.302 1.842 0.64 -0.34 -3.09
H 1.970 -1.316 0.382 -0.34 2.28 1.03
H 0.140 -1.081 -1.376 -0.34 1.31 1.44
H -2.246 -0.215 -0.994 1.92 0.64 -0.58
H -0.518 1.732 0.444 -4.12 -2.18 -1.48
N 1.819 -0.286 0.730 -1.87 -1.82 2.23
N 0.382 0.049 0.552 0.52 -0.19 -3.27
N -1.368 0.398 -0.940 -0.81 -2.69 -0.71
O -1.792 1.322 -0.045 4.24 2.88 2.81
```
Positions in Å, forces in eV/Å.

Properties
Multiplicity   1
Calculated total energy   -280.40556 hartree
HOMO energy   -8.277 eV
Total charge   0
LUMO level   0.98 eV

Formula: CH5N3O
Source: OMol25
Level of theory: wB97M-V/def2-TZVPD

```
10
Properties=species:S:1:pos:R:3:forces:R:3
C 0.163 0.055 -1.069 -2.66 -0.43 0.38
N -0.225 0.079 0.357 0.73 0.73 -1.41
N 0.390 -0.890 1.098 -0.16 -2.19 2.84
N -1.009 0.979 0.840 -0.33 1.26 -0.48
O -1.421 1.819 -0.008 0.41 -1.41 1.20
H 1.075 -0.434 -1.196 1.50 -0.79 0.04
H -0.634 -0.536 -1.569 0.56 0.40 -0.04
H 0.182 1.037 -1.486 -0.05 0.64 -0.01
H 1.386 -0.978 0.917 -0.40 0.48 0.31
H 0.093 -1.131 2.117 0.39 1.31 -2.82
```
Positions in Å, forces in eV/Å.

Properties
Multiplicity   1
Calculated total energy   -280.47471 hartree
HOMO energy   -8.742 eV
Total charge   0
LUMO level   0.76 eV

Formula: CH5N3O2
Source: OMol25
Level of theory: wB97M-V/def2-TZVPD

```
11
Properties=species:S:1:pos:R:3:forces:R:3
H 2.276 -1.074 0.365 -1.93 -0.64 0.19
N 1.226 -1.290 0.469 1.36 1.68 -0.44
C 0.590 -0.206 0.208 1.63 -1.77 0.47
N 1.004 1.018 -0.171 1.62 0.91 -0.61
N -0.861 -0.294 0.366 -5.27 -0.05 -0.78
O -1.462 0.779 0.786 0.92 -0.07 1.03
O -1.372 -0.488 -1.044 0.18 -0.68 -1.50
H 0.314 1.754 -0.241 0.00 -0.18 0.11
H 2.018 1.256 -0.420 -2.47 -0.94 0.70
H -1.399 -1.206 0.704 2.82 1.63 0.16
H -2.333 -0.248 -1.022 1.14 0.12 0.67
```
Positions in Å, forces in eV/Å.

Properties
Multiplicity   1
Calculated total energy   -355.70118 hartree
HOMO energy   -9.742 eV
Total charge   0
LUMO level   0.67 eV

Formula: CH5N3O3
Source: OMol25
Level of theory: wB97M-V/def2-TZVPD

```
12
Properties=species:S:1:pos:R:3:forces:R:3
C -0.867 1.150 0.088 -0.32 -0.17 2.01
O 0.125 0.412 -0.718 -1.42 0.13 -0.61
N 0.946 -0.387 0.026 0.21 1.27 2.04
N 0.835 -1.722 -0.195 -0.82 2.01 -0.01
N 2.380 0.364 0.032 -1.55 -3.74 0.09
O 3.306 -0.375 0.281 -0.27 0.75 -0.30
O 2.261 1.521 -0.019 0.63 1.91 -0.14
H -1.961 0.801 0.137 1.67 -0.45 -0.90
H -0.977 2.230 -0.259 0.95 -1.43 0.54
H -0.514 0.958 1.171 -0.45 1.13 -1.61
H 1.130 -1.998 -1.069 0.88 -0.97 -2.25
H 1.135 -2.288 0.547 0.49 -0.42 1.15
```
Positions in Å, forces in eV/Å.

Properties
Multiplicity   1
Calculated total energy   -430.84783 hartree
HOMO energy   -9.630 eV
Total charge   0
LUMO level   0.69 eV

Formula: CH5N3O3S
Source: OMol25
Level of theory: wB97M-V/def2-TZVPD

```
13
Properties=species:S:1:pos:R:3:forces:R:3
C -1.693 -0.517 0.153 -0.68 -0.19 0.00
N -2.055 -1.668 0.286 -0.27 -1.01 -0.50
N -1.938 0.677 0.184 -0.51 1.89 0.54
N 0.487 -0.707 -0.698 0.58 0.42 -0.26
O 1.079 1.143 0.710 0.71 -0.85 0.42
O 2.972 -0.193 -0.306 -1.11 -0.19 -0.31
O -1.313 1.689 -0.556 0.26 -0.56 -0.30
S 1.467 -0.403 0.433 0.56 0.98 -0.33
H -1.587 -2.377 0.817 0.35 0.10 0.26
H 0.404 1.424 0.062 -0.25 0.07 -0.30
H 3.646 0.137 0.291 0.12 0.11 0.50
H 0.406 -1.665 -0.990 0.10 -0.44 0.15
H -1.875 2.459 -0.385 0.14 -0.31 0.12
```
Positions in Å, forces in eV/Å.

Properties
Multiplicity   1
Calculated total energy   -829.12116 hartree
HOMO energy   -9.305 eV
Total charge   0
LUMO level   0.56 eV

Formula: CH5N3OS
Source: OMol25
Level of theory: wB97M-V/def2-TZVPD

```
11
Properties=species:S:1:pos:R:3:forces:R:3
N -2.237 -1.174 0.166 0.06 1.99 -0.06
N -1.786 0.289 -0.268 3.04 -6.72 0.68
C -0.456 0.660 -0.150 0.57 7.18 3.32
O -0.122 1.903 0.228 -1.85 -5.45 -2.68
N 0.438 -0.328 -0.236 -1.63 -5.48 3.06
S 2.080 -0.434 -0.062 1.40 1.27 2.37
H -2.042 -1.949 -0.497 0.15 1.57 0.50
H -2.244 -1.483 1.192 0.48 1.46 -2.08
H -2.403 1.000 -0.213 -2.85 2.25 0.73
H 0.086 -1.095 0.560 0.38 2.04 -3.51
H 2.122 -0.227 1.400 0.24 -0.10 -2.34
```
Positions in Å, forces in eV/Å.

Properties
Multiplicity   1
Calculated total energy   -678.66908 hartree
HOMO energy   -9.336 eV
Total charge   0
LUMO level   0.19 eV

Formula: CH5N3S
Source: OMol25
Level of theory: wB97M-V/def2-TZVPD

```
10
Properties=species:S:1:pos:R:3:forces:R:3
N -1.895 0.301 0.284 3.38 2.33 -0.57
N -0.759 -0.468 -0.313 1.75 3.72 0.68
C 0.529 0.212 -0.007 -0.98 -10.15 -0.71
N 1.685 -0.651 0.246 -4.14 -0.50 -0.65
S 0.592 1.690 -0.036 1.11 8.79 0.20
H -2.208 0.892 -0.544 0.27 -0.96 1.29
H -1.141 1.115 0.776 -3.51 -2.10 -1.14
H -0.740 -1.389 -0.032 -0.36 -2.32 1.07
H 1.522 -1.559 -0.228 0.54 0.70 0.46
H 2.416 -0.143 -0.147 1.94 0.50 -0.62
```
Positions in Å, forces in eV/Å.

Properties
Multiplicity   1
Calculated total energy   -603.46325 hartree
HOMO energy   -9.224 eV
Total charge   0
LUMO level   0.58 eV

Formula: CH5N3S
Source: OMol25
Level of theory: wB97M-V/def2-TZVPD

```
10
Properties=species:S:1:pos:R:3:forces:R:3
N 1.629 -0.519 0.251 0.85 -0.49 -3.21
N 0.847 0.530 -0.388 0.34 -2.46 -0.05
N -0.438 0.470 0.107 -1.03 1.25 2.03
C -1.521 -0.017 -0.622 3.07 0.81 1.25
S -2.797 -0.313 0.249 -2.96 -0.73 0.60
H 1.556 -1.464 -0.252 -0.31 2.16 1.30
H 1.368 -0.494 1.192 -0.35 -0.90 1.72
H 1.307 1.360 -0.098 0.14 0.99 0.12
H -0.586 0.654 1.248 0.09 -0.88 -4.07
H -1.365 -0.207 -1.687 0.18 0.25 0.31
```
Positions in Å, forces in eV/Å.

Properties
Multiplicity   1
Calculated total energy   -603.45299 hartree
HOMO energy   -8.676 eV
Total charge   0
LUMO level   0.64 eV

Formula: CH5N3S2
Source: OMol25
Level of theory: wB97M-V/def2-TZVPD

```
11
Properties=species:S:1:pos:R:3:forces:R:3
N -0.603 -0.364 -1.499 -0.34 -0.28 -0.47
N -0.035 -0.961 -0.349 0.79 -0.72 -0.37
C 0.075 -0.443 0.862 -0.58 1.62 1.56
S 0.017 -1.381 2.226 0.34 -0.29 0.21
N 0.151 0.955 1.027 -0.56 -1.83 -1.18
S 0.825 2.009 -0.114 0.21 0.38 -0.74
H -0.756 0.637 -1.414 0.72 0.02 0.46
H -1.541 -0.712 -1.482 -0.86 -0.36 -0.40
H 0.065 -1.992 -0.361 -0.26 1.22 -0.29
H 0.378 1.195 1.955 0.24 0.07 1.11
H 1.425 1.056 -0.852 0.30 0.17 0.12
```
Positions in Å, forces in eV/Å.

Properties
Multiplicity   1
Calculated total energy   -1001.68472 hartree
HOMO energy   -8.332 eV
Total charge   0
LUMO level   0.60 eV

Formula: CH5N4OS
Source: OMol25
Level of theory: wB97M-V/def2-TZVPD

```
12
Properties=species:S:1:pos:R:3:forces:R:3
C -0.380 1.106 0.581 -4.50 1.38 0.52
N -0.378 -0.291 -1.389 0.29 1.12 1.23
N 0.639 1.776 0.402 4.17 -0.33 -0.86
N 1.217 -1.618 0.969 -0.93 -1.07 1.65
N -1.067 0.280 -0.306 -0.13 -2.40 -0.90
O 1.584 -1.181 -0.172 1.12 0.65 -1.05
S -2.686 -0.215 -0.059 0.68 0.55 0.15
H -1.140 1.519 1.321 0.94 -0.98 -0.52
H -1.041 -0.913 -1.811 -0.36 -0.32 -0.15
H 0.499 -0.847 -0.955 -0.34 0.39 -0.32
H 1.293 1.318 -0.301 -1.17 0.75 0.63
H 1.461 -0.936 1.720 0.25 0.24 -0.38
```
Positions in Å, forces in eV/Å.

Properties
Multiplicity   1
Calculated total energy   -733.41729 hartree
HOMO energy (spin up / spin down)   -3.546 / -2.571 eV
Total charge   -1
LUMO level (spin up / spin down)   3.66 / 2.53 eV

Formula: CH5N4S
Source: OMol25
Level of theory: wB97M-V/def2-TZVPD

```
11
Properties=species:S:1:pos:R:3:forces:R:3
N 3.525 -0.331 0.019 -0.52 0.10 -0.25
N 2.268 -0.470 -0.068 -0.92 -0.08 1.13
S 1.257 0.805 -0.315 0.56 0.58 -0.12
C -0.596 0.721 -0.504 1.05 -0.16 -1.07
N -1.410 0.147 0.291 0.51 -0.34 0.95
N -2.678 -0.106 -0.153 -1.00 -0.32 -0.42
H 4.023 0.554 -0.081 -0.17 0.12 0.06
H 4.057 -1.162 0.266 -0.12 0.02 -0.36
H -1.230 -0.226 1.229 0.20 -0.25 -0.39
H -2.765 0.062 -1.154 0.15 0.13 0.32
H -3.436 0.288 0.392 0.26 0.21 0.15
```
Positions in Å, forces in eV/Å.

Properties
Multiplicity   1
Calculated total energy   -657.87514 hartree
HOMO energy   -13.449 eV
Total charge   +1
LUMO level   -5.60 eV

Formula: CH5N5
Source: OMol25
Level of theory: wB97M-V/def2-TZVPD

```
11
Properties=species:S:1:pos:R:3:forces:R:3
C 0.003 1.438 -0.481 -1.15 0.92 0.65
N -1.207 1.326 0.369 0.90 3.95 -2.69
N -1.259 0.374 1.058 -2.13 -3.42 2.83
N 0.567 0.125 -0.518 -0.11 -1.61 -0.55
N 0.331 -0.470 0.701 1.91 -0.29 0.18
N 0.159 -1.807 0.669 -0.01 0.31 -0.82
H -0.243 1.823 -1.469 0.19 -0.15 -0.03
H 0.657 2.131 0.054 0.26 -0.06 -0.24
H 0.171 -0.433 -1.290 0.12 0.26 0.24
H 0.893 -2.306 1.151 -0.14 0.04 0.25
H -0.072 -2.201 -0.244 0.16 0.05 0.17
```
Positions in Å, forces in eV/Å.

Properties
Multiplicity   3
Calculated total energy   -314.64040 hartree
HOMO energy (spin up / spin down)   -5.089 / -9.969 eV
Total charge   0
LUMO level (spin up / spin down)   0.92 / -1.24 eV
<S²>   2.012

Repeat the sixth record exactly.
Formula: CH5N3OS
Source: OMol25
Level of theory: wB97M-V/def2-TZVPD

```
11
Properties=species:S:1:pos:R:3:forces:R:3
N -2.237 -1.174 0.166 0.06 1.99 -0.06
N -1.786 0.289 -0.268 3.04 -6.72 0.68
C -0.456 0.660 -0.150 0.57 7.18 3.32
O -0.122 1.903 0.228 -1.85 -5.45 -2.68
N 0.438 -0.328 -0.236 -1.63 -5.48 3.06
S 2.080 -0.434 -0.062 1.40 1.27 2.37
H -2.042 -1.949 -0.497 0.15 1.57 0.50
H -2.244 -1.483 1.192 0.48 1.46 -2.08
H -2.403 1.000 -0.213 -2.85 2.25 0.73
H 0.086 -1.095 0.560 0.38 2.04 -3.51
H 2.122 -0.227 1.400 0.24 -0.10 -2.34
```
Positions in Å, forces in eV/Å.

Properties
Multiplicity   1
Calculated total energy   -678.66908 hartree
HOMO energy   -9.336 eV
Total charge   0
LUMO level   0.19 eV

> What is the multiplicity in the seventh record?

1

> Among the records above, which one has the lowest total charge?

CH5N4OS

Repeat the sixth record exactly.
Formula: CH5N3OS
Source: OMol25
Level of theory: wB97M-V/def2-TZVPD

```
11
Properties=species:S:1:pos:R:3:forces:R:3
N -2.237 -1.174 0.166 0.06 1.99 -0.06
N -1.786 0.289 -0.268 3.04 -6.72 0.68
C -0.456 0.660 -0.150 0.57 7.18 3.32
O -0.122 1.903 0.228 -1.85 -5.45 -2.68
N 0.438 -0.328 -0.236 -1.63 -5.48 3.06
S 2.080 -0.434 -0.062 1.40 1.27 2.37
H -2.042 -1.949 -0.497 0.15 1.57 0.50
H -2.244 -1.483 1.192 0.48 1.46 -2.08
H -2.403 1.000 -0.213 -2.85 2.25 0.73
H 0.086 -1.095 0.560 0.38 2.04 -3.51
H 2.122 -0.227 1.400 0.24 -0.10 -2.34
```
Positions in Å, forces in eV/Å.

Properties
Multiplicity   1
Calculated total energy   -678.66908 hartree
HOMO energy   -9.336 eV
Total charge   0
LUMO level   0.19 eV